1.
Here is a molecular structure, C24H34B3N3O4 in a non-equilibrium geometry from the OMol25 dataset. Energies are from ωB97M-V/def2-TZVPD.

Each line ends with the natural charge from an NBO analysis.
Atoms and positions in Å:
N: -0.18 -1.12 4.20  -0.849
C: 1.23 -0.70 4.21  0.429
N: 1.57 0.12 5.41  -0.848
N: 2.04 -1.95 4.35  -0.858
C: 1.67 0.11 2.92  -0.833
B: 0.74 1.37 2.55  1.203
O: 1.38 2.57 2.10  -0.904
B: 0.89 2.71 0.76  1.193
C: 1.92 2.48 -0.45  -0.815
C: 1.41 2.97 -1.85  -0.057
O: 1.25 4.41 -1.88  -0.722
O: -0.49 2.99 0.64  -0.895
B: -1.24 2.12 1.50  1.181
C: -2.82 2.01 1.17  -0.785
C: -3.53 0.85 1.97  -0.447
C: -3.33 -0.57 1.37  0.110
C: -2.28 -0.97 0.44  -0.286
C: -2.12 -2.35 -0.05  -0.213
C: -3.07 -3.41 0.36  -0.236
C: -4.17 -2.99 1.27  -0.211
C: -4.29 -1.62 1.77  -0.256
O: -0.68 1.39 2.57  -0.904
H: -0.41 -1.53 3.29  0.364
H: -0.25 -1.88 4.88  0.373
H: 2.07 0.97 5.13  0.356
H: 0.70 0.42 5.84  0.375
H: 1.75 -2.61 3.62  0.347
H: 3.04 -1.75 4.31  0.360
H: 2.70 0.53 3.13  0.241
H: 1.81 -0.59 2.05  0.245
H: 2.86 3.06 -0.18  0.242
H: 2.17 1.38 -0.51  0.244
H: 0.51 2.44 -2.24  0.192
H: 2.25 2.75 -2.59  0.165
H: 2.17 4.73 -1.92  0.464
H: -3.26 2.98 1.56  0.251
H: -3.03 2.01 0.07  0.247
H: -4.64 1.06 1.91  0.214
H: -3.27 0.85 3.06  0.237
H: -1.54 -0.23 0.07  0.205
H: -1.29 -2.64 -0.73  0.222
H: -2.95 -4.45 0.00  0.227
H: -4.90 -3.79 1.55  0.217
H: -5.13 -1.39 2.47  0.219
C: 0.41 3.50 -7.22  -0.221
C: 1.35 4.52 -7.17  -0.214
C: 1.52 5.25 -6.00  -0.218
C: 0.77 4.95 -4.88  -0.211
C: -0.17 3.92 -4.92  -0.221
C: -0.35 3.20 -6.10  -0.204
H: 0.26 2.94 -8.14  0.211
H: 1.94 4.75 -8.05  0.211
H: 2.25 6.05 -5.97  0.210
H: 0.91 5.51 -3.96  0.229
H: -0.76 3.68 -4.04  0.215
H: -1.09 2.41 -6.14  0.210
C: 0.95 -6.61 0.40  -0.215
C: 0.55 -5.65 1.32  -0.201
C: 0.91 -4.32 1.13  -0.241
C: 1.67 -3.96 0.02  -0.156
C: 2.06 -4.92 -0.90  -0.236
C: 1.70 -6.25 -0.71  -0.211
H: 0.67 -7.65 0.55  0.215
H: -0.04 -5.93 2.18  0.215
H: 0.61 -3.57 1.85  0.202
H: 1.94 -2.92 -0.13  0.198
H: 2.64 -4.63 -1.77  0.213
H: 2.02 -7.00 -1.42  0.215

## Properties
* E: -40134.879 eV
* strongest force on any atom: 3.39 eV Å⁻¹

---

2.
Here is 2 unconnected molecules or ions with the total composition C24H34BrI2O5S in a non-equilibrium geometry from the OMol25 dataset. Energies are from ωB97M-V/def2-TZVPD.

Each line ends with the natural charge from an NBO analysis.
Atoms and positions in Å:
C: 3.43 1.76 3.06  -0.288
O: 2.93 3.15 2.96  -0.559
C: 1.51 3.24 3.37  -0.076
C: 0.59 1.97 2.81  -0.444
C: -1.00 2.46 2.99  -0.417
C: -1.63 3.08 1.58  -0.422
C: -3.09 2.39 1.28  -0.416
C: -3.78 2.84 -0.15  -0.412
C: -2.98 2.27 -1.48  -0.416
C: -3.32 0.64 -1.54  -0.411
C: -2.75 -0.05 -2.94  -0.461
C: -1.63 -1.18 -2.46  0.013
C: -0.13 -0.99 -2.61  -0.086
C: 0.42 0.39 -3.29  -0.445
C: 1.98 0.35 -3.78  -0.420
C: 3.10 0.53 -2.59  -0.440
C: 2.99 2.09 -2.00  -0.083
O: 2.42 1.99 -0.63  -0.742
C: 0.84 -2.22 -2.02  0.539
O: 1.95 -2.65 -2.62  -0.532
C: 0.26 -2.92 -0.62  -0.104
C: 1.22 -3.45 0.60  -0.223
I: 3.43 -3.30 0.49  0.196
C: 0.53 -4.09 1.97  -0.128
Br: 1.66 -4.71 3.54  0.094
C: -1.12 -4.25 2.16  -0.178
S: -1.87 -4.97 3.77  0.031
C: -2.10 -3.72 0.92  -0.162
I: -4.31 -3.86 1.11  0.298
C: -1.39 -3.09 -0.43  -0.105
C: -2.28 -2.54 -1.73  0.519
O: -3.38 -3.14 -2.19  -0.496
H: 4.61 1.84 3.13  0.202
H: 3.21 1.24 2.02  0.193
H: 3.02 1.16 3.98  0.181
H: 1.03 4.21 2.88  0.194
H: 1.37 3.37 4.54  0.180
H: 0.82 1.74 1.67  0.204
H: 0.77 0.99 3.45  0.209
H: -0.99 3.27 3.85  0.214
H: -1.63 1.53 3.37  0.208
H: -1.69 4.26 1.75  0.222
H: -0.82 2.86 0.74  0.188
H: -3.84 2.75 2.13  0.223
H: -2.96 1.22 1.40  0.203
H: -3.90 4.01 -0.17  0.225
H: -4.85 2.33 -0.17  0.209
H: -1.83 2.46 -1.31  0.205
H: -3.37 2.73 -2.50  0.220
H: -2.73 0.17 -0.62  0.204
H: -4.45 0.40 -1.34  0.230
H: -2.33 0.76 -3.66  0.240
H: -3.65 -0.66 -3.40  0.260
H: 0.37 1.22 -2.44  0.212
H: -0.21 0.80 -4.18  0.250
H: 2.10 1.22 -4.59  0.218
H: 2.21 -0.65 -4.38  0.236
H: 2.86 -0.27 -1.75  0.216
H: 4.18 0.38 -3.05  0.224
H: 2.29 2.73 -2.71  0.176
H: 4.07 2.56 -1.91  0.206
H: 1.42 2.05 -0.68  0.466
H: -2.88 -4.05 4.19  0.189
O: 3.82 -6.87 0.15  -0.776
H: 3.51 -6.23 0.84  0.582
H: 4.76 -6.70 -0.10  0.580
H: 3.22 -6.86 -0.64  0.584

## Properties
* E: -132727.969 eV
* total charge: +1
* strongest force on any atom: 8.53 eV Å⁻¹

---

3.
Here is a molecular structure, C24H34GeN2O4RhSe3 in a non-equilibrium geometry from the OMol25 dataset. Energies are from ωB97M-V/def2-TZVPD.

Each line ends with the natural charge from an NBO analysis.
Atoms and positions in Å:
Rh: -0.12 0.55 0.37  0.763
O: -0.41 2.00 -1.01  -0.681
C: -1.08 3.09 -0.88  0.381
C: -1.02 4.04 -1.93  -0.255
C: -1.67 5.25 -1.85  -0.204
C: -2.46 5.56 -0.74  -0.306
C: -2.58 4.63 0.27  -0.144
C: -1.92 3.40 0.24  -0.236
C: -2.18 2.47 1.32  0.131
N: -1.57 1.39 1.53  -0.288
N: -1.93 0.67 2.66  -0.442
C: -1.36 -0.50 2.66  0.560
O: -0.69 -1.01 1.69  -0.709
C: -1.51 -1.34 3.89  -0.023
C: -1.96 -0.79 5.09  -0.187
C: -2.01 -1.57 6.23  -0.230
C: -1.62 -2.90 6.19  -0.219
C: -1.21 -3.46 4.99  -0.227
C: -1.15 -2.68 3.84  -0.191
H: -0.42 3.78 -2.79  0.212
H: -1.58 5.96 -2.67  0.199
H: -2.96 6.52 -0.67  0.200
H: -3.20 4.86 1.14  0.197
H: -2.98 2.71 2.02  0.182
H: -2.24 0.25 5.10  0.232
H: -2.33 -1.13 7.17  0.202
H: -1.65 -3.51 7.09  0.201
H: -0.93 -4.51 4.94  0.203
H: -0.82 -3.09 2.90  0.231
O: 2.21 2.57 -0.44  -0.713
C: 3.47 2.46 0.18  -0.051
C: 3.81 1.00 0.47  -0.154
C: 5.33 0.98 0.67  -0.044
O: 5.86 -0.31 0.95  -0.728
C: 3.15 0.43 1.74  -0.601
Se: 1.43 1.13 2.32  0.019
C: 3.45 0.11 -0.73  -0.548
Se: 1.61 -0.59 -0.87  -0.247
H: 1.92 3.48 -0.46  0.475
H: 3.50 3.02 1.13  0.169
H: 4.24 2.87 -0.49  0.145
H: 5.59 1.68 1.48  0.153
H: 5.83 1.31 -0.24  0.176
H: 5.35 -0.70 1.67  0.467
H: 3.80 0.61 2.61  0.201
H: 3.00 -0.64 1.63  0.231
H: 4.06 -0.78 -0.71  0.220
H: 3.66 0.66 -1.66  0.208
C: -2.00 -3.20 -5.41  -1.089
Ge: -1.22 -2.14 -3.93  1.625
C: 0.55 -2.90 -3.62  -1.108
C: -1.06 -0.26 -4.42  -1.098
C: -2.51 -2.25 -2.46  -1.059
Se: -1.93 -1.69 -0.67  0.358
C: -0.77 -3.22 -0.34  -0.786
H: -1.34 -3.16 -6.28  0.222
H: -2.98 -2.84 -5.70  0.220
H: -2.09 -4.24 -5.10  0.220
H: 1.15 -2.72 -4.51  0.225
H: 0.51 -3.97 -3.44  0.216
H: 1.03 -2.41 -2.77  0.272
H: -0.35 -0.12 -5.23  0.223
H: -0.71 0.30 -3.55  0.266
H: -2.03 0.15 -4.72  0.219
H: -2.94 -3.25 -2.37  0.222
H: -3.33 -1.57 -2.70  0.234
H: -0.50 -3.66 -1.30  0.214
H: -1.31 -3.94 0.27  0.207
H: 0.11 -2.87 0.18  0.264

## Properties
* E: -292174.661 eV
* energy above the lowest of the compared OMol25 structures with the same formula, charge and spin: 2.079 eV
* total charge: -1
* strongest force on any atom: 2.10 eV Å⁻¹